Record 1
Molecular formula: C31H32BNO2S2
Method: DFT, ωB97M-V with the def2-TZVPD basis set

Computed properties:
* gap between HOMO and LUMO: 0.240 Eh
* DFT total energy: -60591.96734 eV
* total charge: 0
* SMILES string: S=C(SCCCBCCCc1ccccc1)N(c1ccccc1)c1ccccc1.O=C1C=CC(=O)C=C1
* LUMO energy: -1.680 eV

Positions of all 69 atoms, in Å:
1 S -1.044 1.224 -0.768
2 C 0.570 1.030 -1.061
3 S 1.640 2.502 -0.931
4 C 0.665 3.821 -1.817
5 C 0.116 4.948 -0.853
6 C -1.465 5.202 -0.999
7 B -2.335 4.495 0.148
8 C -3.630 3.571 -0.067
9 C -4.363 3.741 -1.465
10 C -3.717 2.936 -2.654
11 C -3.913 1.389 -2.586
12 C -3.010 0.575 -3.440
13 C -3.017 -0.877 -3.477
14 C -3.980 -1.598 -2.610
15 C -4.896 -0.808 -1.770
16 C -4.867 0.674 -1.746
17 N 1.030 -0.318 -1.367
18 C 2.007 -0.360 -2.433
19 C 3.066 -1.397 -2.459
20 C 4.052 -1.481 -3.555
21 C 4.065 -0.518 -4.663
22 C 3.019 0.510 -4.652
23 C 2.015 0.572 -3.582
24 C 1.484 -0.980 -0.145
25 C 0.855 -2.282 0.151
26 C 1.192 -3.071 1.343
27 C 2.208 -2.505 2.243
28 C 2.846 -1.221 1.937
29 C 2.518 -0.429 0.740
30 H 1.343 4.273 -2.591
31 H -0.203 3.385 -2.388
32 H 0.591 5.916 -1.196
33 H 0.435 4.813 0.212
34 H -1.842 4.998 -2.035
35 H -1.583 6.322 -0.841
36 H -1.962 4.639 1.277
37 H -3.451 2.475 0.112
38 H -4.381 3.888 0.725
39 H -5.428 3.382 -1.352
40 H -4.352 4.836 -1.729
41 H -2.602 3.117 -2.695
42 H -4.144 3.281 -3.638
43 H -2.248 1.092 -4.084
44 H -2.307 -1.460 -4.121
45 H -3.979 -2.710 -2.612
46 H -5.599 -1.390 -1.115
47 H -5.555 1.232 -1.071
48 H 3.163 -2.187 -1.675
49 H 4.818 -2.299 -3.515
50 H 4.844 -0.634 -5.447
51 H 2.987 1.267 -5.476
52 H 1.262 1.396 -3.665
53 H 0.088 -2.684 -0.555
54 H 0.671 -4.035 1.530
55 H 2.453 -3.076 3.166
56 H 3.601 -0.847 2.668
57 H 3.001 0.549 0.513
58 O 2.357 -4.492 9.626
59 C 2.318 -4.683 8.428
60 C 2.929 -5.887 7.820
61 C 2.887 -6.094 6.505
62 C 2.227 -5.131 5.596
63 O 2.188 -5.322 4.396
64 C 1.616 -3.927 6.203
65 C 1.658 -3.719 7.517
66 H 3.407 -6.581 8.500
67 H 3.329 -6.969 6.044
68 H 1.138 -3.232 5.523
69 H 1.216 -2.845 7.979


Record 2
Molecular formula: HNO2S2
Method: DFT, ωB97M-V with the def2-TZVPD basis set

Computed properties:
* gap between HOMO and LUMO: 0.346 Eh
* DFT total energy: -27269.07433 eV
* total charge: 0
* SMILES string: O=S1(=O)NS1
* LUMO energy: -1.064 eV

Positions of all 6 atoms, in Å:
1 O 0.546 1.140 -2.760
2 S 0.867 0.866 -1.407
3 O 2.050 0.202 -1.070
4 N -0.352 0.412 -0.440
5 S 0.157 2.195 -0.019
6 H 0.204 0.020 0.301


Record 3
Molecular formula: C4H5NO3
Method: DFT, ωB97M-V with the def2-TZVPD basis set

Computed properties:
* gap between HOMO and LUMO: 0.431 Eh
* DFT total energy: -11859.52666 eV
* total charge: 0
* SMILES string: CO[C@H](C#N)OC=O
* LUMO energy: 0.646 eV

Positions of all 13 atoms, in Å:
1 C -1.398 -0.253 -1.097
2 O -0.222 -1.040 -1.071
3 C 0.577 -0.840 0.051
4 C -0.062 -0.665 1.428
5 N -0.502 -0.742 2.495
6 O 1.557 0.201 -0.069
7 C 1.260 1.414 0.371
8 O 0.291 1.985 0.801
9 H -1.110 0.913 -0.979
10 H -2.056 -0.606 -0.280
11 H -1.887 -0.486 -2.029
12 H 1.229 -1.772 0.053
13 H 2.322 1.891 0.327


Record 4
Molecular formula: C37H53BCuN6OS
Method: DFT, ωB97M-V with the def2-TZVPD basis set

Computed properties:
* gap between HOMO and LUMO: 0.233 Eh
* DFT total energy: -106372.18666 eV
* total charge: -1
* LUMO energy: 2.348 eV

Positions of all 100 atoms, in Å:
1 Cu -1.376 -0.743 0.891
2 C -2.761 -3.951 2.464
3 C -2.780 -4.293 0.970
4 C -3.906 -3.531 0.270
5 C -1.447 -3.991 0.350
6 C -0.535 -4.909 -0.195
7 C 0.558 -4.156 -0.585
8 C 1.767 -4.697 -1.299
9 C 3.078 -4.516 -0.527
10 C 1.840 -4.140 -2.726
11 N 0.284 -2.863 -0.291
12 N -0.946 -2.773 0.269
13 B 1.169 -1.574 -0.459
14 N 0.447 -0.650 -1.486
15 N -0.872 -0.451 -1.259
16 C -1.338 0.329 -2.223
17 C -0.290 0.647 -3.101
18 C 0.828 -0.015 -2.626
19 C 2.112 -0.031 -3.438
20 C 3.375 -0.653 -2.845
21 C 1.837 -0.711 -4.791
22 C -2.778 0.723 -2.422
23 C -3.243 0.220 -3.796
24 C -3.714 0.193 -1.343
25 N 1.356 -0.927 0.964
26 N 0.463 -1.275 1.921
27 C 0.897 -0.811 3.083
28 C 2.104 -0.127 2.884
29 C 2.362 -0.212 1.527
30 C 3.543 0.434 0.860
31 C 4.555 -0.581 0.314
32 C 3.086 1.487 -0.162
33 C 0.163 -1.091 4.365
34 C 1.011 -0.720 5.580
35 C -1.178 -0.352 4.417
36 H -3.733 -4.155 2.920
37 H -2.527 -2.892 2.589
38 H -2.004 -4.537 2.987
39 H -2.950 -5.367 0.853
40 H -3.753 -2.460 0.406
41 H -4.877 -3.803 0.690
42 H -3.921 -3.751 -0.799
43 H -0.652 -5.978 -0.278
44 H 1.592 -5.774 -1.375
45 H 3.357 -3.467 -0.450
46 H 3.887 -5.057 -1.024
47 H 2.969 -4.903 0.487
48 H 1.825 -3.051 -2.708
49 H 0.972 -4.469 -3.300
50 H 2.747 -4.477 -3.236
51 H 2.239 -1.867 -0.886
52 H -0.340 1.281 -3.973
53 H 2.336 1.021 -3.643
54 H 3.288 -1.737 -2.772
55 H 3.598 -0.255 -1.863
56 H 4.220 -0.427 -3.500
57 H 1.582 -1.761 -4.638
58 H 2.726 -0.659 -5.425
59 H 1.011 -0.237 -5.319
60 H -2.822 1.817 -2.424
61 H -3.215 -0.872 -3.816
62 H -2.604 0.591 -4.598
63 H -4.269 0.543 -3.993
64 H -3.754 -0.895 -1.400
65 H -4.722 0.591 -1.486
66 H -3.358 0.472 -0.353
67 H 2.711 0.385 3.613
68 H 4.056 0.971 1.662
69 H 4.104 -1.258 -0.407
70 H 4.953 -1.183 1.133
71 H 5.390 -0.066 -0.169
72 H 2.298 1.098 -0.805
73 H 3.920 1.831 -0.779
74 H 2.677 2.347 0.370
75 H -0.038 -2.168 4.397
76 H 1.181 0.359 5.604
77 H 1.979 -1.224 5.565
78 H 0.490 -1.000 6.497
79 H -1.014 0.725 4.348
80 H -1.704 -0.576 5.350
81 H -1.802 -0.635 3.570
82 C -1.542 9.384 -0.815
83 C -2.020 8.680 0.423
84 O -3.161 8.422 0.664
85 S -0.664 8.216 1.560
86 C -1.001 6.457 1.589
87 C -0.174 5.620 0.845
88 C -0.430 4.262 0.805
89 C -1.512 3.703 1.506
90 C -2.328 4.570 2.245
91 C -2.074 5.930 2.294
92 C -1.722 2.297 1.453
93 C -1.850 1.080 1.416
94 H -2.389 9.763 -1.386
95 H -0.985 8.663 -1.416
96 H -0.861 10.192 -0.547
97 H 0.667 6.038 0.308
98 H 0.203 3.607 0.221
99 H -3.171 4.165 2.790
100 H -2.710 6.590 2.869


Record 5
Molecular formula: C7H16NO6P
Method: DFT, ωB97M-V with the def2-TZVPD basis set

Computed properties:
* gap between HOMO and LUMO: 0.218 Eh
* DFT total energy: -30582.14743 eV
* total charge: 0
* LUMO energy: -0.733 eV

Positions of all 31 atoms, in Å:
1 C 1.177 1.698 2.153
2 C 0.584 1.320 0.818
3 O 0.784 1.998 -0.169
4 O -0.091 0.177 0.685
5 C -0.905 -0.383 1.896
6 C -1.982 0.465 2.372
7 P -3.123 0.713 1.091
8 O -3.344 -0.426 0.174
9 O -2.724 2.004 0.166
10 O -4.533 1.176 1.743
11 H 0.954 2.748 2.330
12 H 0.827 1.104 2.988
13 H 2.260 1.616 2.056
14 H -1.338 -1.276 1.449
15 H -0.176 -0.699 2.642
16 H -1.632 1.404 2.819
17 H -2.299 2.704 0.667
18 H -4.414 1.827 2.440
19 C 2.523 -2.714 -2.707
20 C 2.475 -1.564 -1.758
21 O 3.375 -1.027 -1.211
22 N 1.081 -1.077 -1.420
23 C 0.428 -0.252 -2.493
24 H 3.538 -2.812 -3.079
25 H 2.243 -3.625 -2.173
26 H 1.836 -2.580 -3.541
27 H 0.479 -1.867 -1.182
28 H 1.169 -0.474 -0.589
29 H -0.509 0.116 -2.081
30 H 0.251 -0.875 -3.364
31 H 1.087 0.581 -2.721


Record 6
Molecular formula: C28H38CdN4O3P2S
Method: DFT, ωB97M-V with the def2-TZVPD basis set

Computed properties:
* gap between HOMO and LUMO: 0.222 Eh
* DFT total energy: -75727.32692 eV
* total charge: 0
* LUMO energy: -2.001 eV

Positions of all 77 atoms, in Å:
1 Cd -0.022 -2.028 0.515
2 C -0.382 3.095 4.728
3 C -1.299 2.761 3.818
4 C -1.092 2.672 2.340
5 C 0.216 1.949 1.896
6 C 1.326 2.823 1.410
7 C 1.652 4.013 1.937
8 C 1.055 4.547 3.185
9 C 0.996 3.555 4.388
10 C 1.053 -3.293 1.899
11 H -0.610 3.001 5.791
12 H -2.289 2.434 4.125
13 H -1.180 3.633 1.817
14 H -1.914 2.042 1.969
15 H 0.520 1.272 2.711
16 H -0.050 1.259 1.069
17 H 1.872 2.406 0.555
18 H 2.414 4.644 1.477
19 H 0.056 4.950 3.005
20 H 1.667 5.399 3.495
21 H 1.664 2.703 4.187
22 H 1.407 4.083 5.262
23 H 0.271 -3.173 2.680
24 H 1.982 -2.859 2.289
25 H 1.184 -4.363 1.693
26 P 1.407 -1.495 -1.371
27 P -2.060 -0.980 -1.209
28 N 2.648 -0.261 -1.511
29 N 2.245 -2.748 -2.285
30 N -2.090 0.710 -1.781
31 N -3.712 -1.266 -2.010
32 C 0.301 -0.886 -2.682
33 C -1.069 -1.583 -2.635
34 C 3.689 -0.006 -0.610
35 C 4.617 0.828 -1.222
36 C 4.142 1.100 -2.544
37 C 2.936 0.438 -2.686
38 C 2.378 -4.096 -1.936
39 C 2.928 -4.782 -3.017
40 C 3.130 -3.831 -4.069
41 C 2.696 -2.599 -3.604
42 C -1.917 1.817 -0.946
43 C -1.701 2.947 -1.716
44 C -1.764 2.546 -3.086
45 C -1.987 1.179 -3.100
46 C -4.418 -0.632 -3.042
47 C -5.413 -1.489 -3.525
48 C -5.335 -2.696 -2.747
49 C -4.287 -2.532 -1.844
50 H 0.712 -0.970 -3.701
51 H 0.208 0.188 -2.475
52 H -1.592 -1.438 -3.589
53 H -0.962 -2.667 -2.477
54 H 3.650 -0.432 0.379
55 H 5.538 1.192 -0.791
56 H 4.621 1.678 -3.316
57 H 2.260 0.415 -3.522
58 H 2.056 -4.425 -0.965
59 H 3.157 -5.832 -3.059
60 H 3.542 -4.015 -5.050
61 H 2.633 -1.649 -4.100
62 H -2.014 1.694 0.123
63 H -1.523 3.954 -1.346
64 H -1.682 3.178 -3.963
65 H -2.082 0.512 -3.946
66 H -4.191 0.365 -3.371
67 H -6.094 -1.280 -4.334
68 H -5.964 -3.563 -2.846
69 H -3.894 -3.202 -1.101
70 C -0.501 -1.628 5.872
71 S -1.055 -1.078 4.240
72 O -2.063 -0.047 4.500
73 O 0.156 -0.591 3.544
74 O -1.590 -2.330 3.659
75 H -1.365 -2.048 6.401
76 H -0.091 -0.793 6.445
77 H 0.268 -2.393 5.728


Record 7
Molecular formula: C32H40F6IN3O11S3
Method: DFT, ωB97M-V with the def2-TZVPD basis set

Computed properties:
* gap between HOMO and LUMO: 0.279 Eh
* DFT total energy: -117730.72780 eV
* total charge: 0
* SMILES string: CCCCCCc1c(S)c2c(c(CC(=O)I)c1S(=O)(=O)C(F)(F)F)C(=O)c1c(cc(ON=O)cc1S(=O)(=O)C(F)(F)F)C2=O.COC[C@@H](C)N.COC[C@@H](C)N
* LUMO energy: -1.699 eV

Positions of all 96 atoms, in Å:
1 C 4.095 -2.107 0.718
2 C 4.248 -0.661 1.207
3 C 3.226 0.292 0.580
4 C 1.761 -0.136 0.877
5 C 1.057 -0.587 -0.396
6 C -0.410 -1.038 -0.273
7 C -1.299 0.031 0.313
8 C -1.760 1.048 -0.549
9 S -1.279 1.137 -2.259
10 C -2.571 2.070 -0.062
11 C -2.931 2.093 1.289
12 C -2.514 1.105 2.174
13 C -2.997 1.211 3.604
14 C -4.361 0.573 3.812
15 O -5.101 0.226 2.949
16 I -4.933 0.440 5.886
17 C -1.683 0.079 1.669
18 S -1.094 -1.150 2.834
19 O -0.698 -0.509 4.054
20 O -0.170 -2.082 2.269
21 C -2.595 -2.220 3.220
22 F -3.074 -1.928 4.418
23 F -3.529 -2.085 2.285
24 F -2.180 -3.481 3.225
25 C -3.799 3.240 1.735
26 O -4.709 3.129 2.514
27 C -3.475 4.561 1.092
28 C -3.124 4.523 -0.247
29 C -2.834 5.670 -0.975
30 C -2.874 6.887 -0.328
31 O -2.577 8.048 -0.988
32 N -1.162 7.978 -1.494
33 O -1.110 8.294 -2.589
34 C -3.223 6.961 1.018
35 C -3.535 5.814 1.724
36 S -3.955 6.121 3.432
37 O -5.172 5.520 3.863
38 O -3.800 7.531 3.649
39 C -2.513 5.355 4.345
40 F -1.548 6.259 4.429
41 F -2.025 4.298 3.676
42 F -2.891 4.995 5.555
43 C -3.103 3.191 -0.919
44 O -3.518 3.062 -2.042
45 H 3.458 -2.688 1.386
46 H 5.051 -2.630 0.706
47 H 3.667 -2.183 -0.283
48 H 4.099 -0.649 2.288
49 H 5.251 -0.316 0.953
50 H 3.388 0.253 -0.502
51 H 3.410 1.311 0.917
52 H 1.262 0.731 1.316
53 H 1.814 -0.926 1.622
54 H 1.056 0.276 -1.067
55 H 1.642 -1.355 -0.901
56 H -0.755 -1.214 -1.291
57 H -0.521 -1.993 0.219
58 H -1.575 -0.086 -2.712
59 H -2.301 0.822 4.337
60 H -3.174 2.251 3.871
61 H -2.592 5.571 -2.025
62 H -3.265 7.926 1.500
63 C -0.345 0.646 -6.126
64 O -1.559 0.404 -5.439
65 C -2.715 0.984 -6.018
66 C -3.350 0.160 -7.145
67 C -2.600 0.252 -8.470
68 N -3.507 -1.252 -6.788
69 H -0.334 1.643 -6.577
70 H -0.160 -0.105 -6.897
71 H 0.462 0.584 -5.395
72 H -3.438 1.060 -5.201
73 H -2.498 2.008 -6.349
74 H -4.351 0.573 -7.305
75 H -1.679 -0.330 -8.455
76 H -3.218 -0.141 -9.276
77 H -2.348 1.287 -8.710
78 H -4.097 -1.329 -5.964
79 H -2.602 -1.599 -6.483
80 C 5.698 -6.219 0.193
81 O 5.737 -5.461 1.386
82 C 5.538 -6.193 2.579
83 C 6.799 -6.869 3.135
84 C 7.197 -8.136 2.386
85 N 7.949 -5.961 3.173
86 H 4.972 -7.036 0.262
87 H 6.680 -6.627 -0.062
88 H 5.394 -5.548 -0.610
89 H 5.196 -5.460 3.313
90 H 4.726 -6.920 2.447
91 H 6.570 -7.155 4.165
92 H 7.646 -7.910 1.418
93 H 7.934 -8.694 2.961
94 H 6.334 -8.785 2.220
95 H 7.728 -5.162 3.759
96 H 8.064 -5.566 2.244